1.
Below is 5 unconnected molecules or ions with the total composition C32H33F3N9O12S, with properties calculated with the ωB97M-V functional and the def2-TZVPD basis.

XYZ file:
```
90
C32H33F3N9O12S | the Open Molecules 2025 dataset | the ωB97M-V functional and the def2-TZVPD basis
C 2.401 -2.083 1.427
C 1.389 -0.977 1.281
O 1.544 -0.019 2.402
N 1.430 1.260 2.024
C 0.365 1.985 1.649
N -0.872 1.428 1.563
S -2.219 2.294 1.049
O -2.200 3.622 1.541
O -2.366 2.096 -0.351
C -3.626 1.339 1.865
F -4.497 2.215 2.274
F -3.165 0.594 2.864
F -4.158 0.556 0.936
N 0.724 3.234 1.382
C 2.031 3.272 1.607
N 2.503 2.088 1.978
C 3.895 1.716 2.273
C 4.747 1.831 1.011
C 4.061 1.200 -0.183
N 3.650 2.057 -1.177
O 3.938 0.005 -0.253
H 2.611 -2.513 0.455
H 2.019 -2.872 2.068
H 3.332 -1.731 1.860
H 1.473 -0.462 0.328
H 0.384 -1.390 1.371
H -0.959 0.453 1.813
H 2.658 4.140 1.476
H 3.873 0.677 2.588
H 4.259 2.347 3.075
H 4.962 2.873 0.778
H 5.704 1.339 1.164
H 3.193 1.539 -1.921
H 3.011 2.787 -0.882
C 8.190 -3.650 -2.129
C 8.065 -3.722 -0.748
C 6.820 -3.905 -0.171
C 5.717 -4.016 -0.998
C 5.817 -3.943 -2.375
C 7.067 -3.758 -2.940
N 4.395 -4.231 -0.393
O 4.321 -4.265 0.820
O 3.441 -4.352 -1.136
H 9.165 -3.514 -2.576
H 8.941 -3.640 -0.119
H 6.712 -3.965 0.901
H 4.938 -4.032 -2.995
H 7.166 -3.701 -4.015
C -6.814 -0.287 2.551
C -6.561 -0.399 3.915
C -7.565 -0.796 4.781
C -8.815 -1.074 4.260
C -9.093 -0.960 2.912
C -8.081 -0.562 2.053
N -9.883 -1.514 5.177
O -9.611 -1.584 6.359
O -10.962 -1.780 4.694
H -6.019 0.029 1.898
H -5.577 -0.179 4.308
H -7.380 -0.887 5.840
H -10.079 -1.177 2.530
H -8.284 -0.471 0.999
C 9.337 5.106 -2.995
C 9.090 4.922 -1.640
C 7.788 4.847 -1.176
C 6.753 4.954 -2.087
C 6.975 5.143 -3.439
C 8.282 5.219 -3.891
N 5.369 4.859 -1.609
O 5.183 4.708 -0.409
O 4.475 4.928 -2.421
H 10.355 5.161 -3.354
H 9.913 4.838 -0.945
H 7.586 4.709 -0.125
H 6.148 5.229 -4.127
H 8.476 5.365 -4.943
C -8.107 -3.677 -4.360
C -7.478 -3.219 -3.209
C -8.222 -2.644 -2.193
C -9.591 -2.542 -2.349
C -10.237 -2.987 -3.487
C -9.483 -3.558 -4.499
N -10.393 -1.950 -1.266
O -9.802 -1.543 -0.280
O -11.593 -1.904 -1.413
H -7.523 -4.130 -5.149
H -6.406 -3.312 -3.103
H -7.744 -2.286 -1.293
H -11.308 -2.892 -3.583
H -9.971 -3.913 -5.395
```

Output
total charge	+1

Computed Löwdin charges, given in elementary charges: C -0.06; C -0.16; O 0.01; N -0.01; C -0.30; N 0.03; S 0.74; O -0.21; O -0.23; C -0.68; F 0.20; F 0.15; F 0.15; N 0.21; C -0.04; N 0.03; C -0.05; C -0.07; C -0.53; N 0.18; O 0.09; H 0.06; H 0.09; H 0.08; H 0.12; H 0.12; H 0.13; H 0.16; H 0.13; H 0.14; H 0.09; H 0.14; H 0.12; H 0.09; C -0.06; C -0.06; C 0.00; C -0.15; C 0.00; C -0.06; N -0.34; O 0.06; O 0.08; H 0.11; H 0.11; H 0.12; H 0.12; H 0.11; C -0.07; C -0.07; C 0.00; C -0.14; C 0.01; C -0.05; N -0.35; O 0.08; O 0.09; H 0.07; H 0.10; H 0.12; H 0.12; H 0.08; C -0.06; C -0.06; C 0.00; C -0.15; C 0.00; C -0.05; N -0.34; O 0.02; O 0.09; H 0.11; H 0.11; H 0.12; H 0.12; H 0.11; C -0.07; C -0.07; C -0.01; C -0.14; C 0.00; C -0.06; N -0.34; O 0.05; O 0.10; H 0.11; H 0.11; H 0.11; H 0.12; H 0.11


2.
Below is 3 unconnected molecules or ions with the total composition C32H26F2N2O6S, with properties calculated with the ωB97M-V functional and the def2-TZVPD basis.

XYZ file:
```
69
C32H26F2N2O6S | the Open Molecules 2025 dataset | the ωB97M-V functional and the def2-TZVPD basis
O 0.471 -3.801 3.667
C -0.272 -3.461 2.771
C 0.136 -2.416 1.789
C 1.397 -1.844 1.896
C 1.806 -0.894 0.974
C 0.956 -0.514 -0.059
C -0.307 -1.071 -0.162
C -0.724 -2.020 0.762
C -2.092 -2.596 0.644
O -2.859 -2.213 -0.216
C -2.493 -3.656 1.611
C -3.751 -4.234 1.499
C -4.131 -5.238 2.373
C -3.254 -5.671 3.362
C -2.003 -5.092 3.485
C -1.618 -4.081 2.613
H 2.052 -2.148 2.699
H 2.789 -0.449 1.056
H 1.282 0.220 -0.783
H -0.975 -0.777 -0.960
H -4.425 -3.895 0.725
H -5.110 -5.689 2.283
H -3.550 -6.461 4.039
H -1.317 -5.420 4.253
O 5.111 1.316 0.708
C 6.173 1.839 0.438
C 6.228 3.227 -0.100
C 5.045 3.935 -0.269
C 5.081 5.237 -0.738
C 6.298 5.838 -1.040
C 7.479 5.133 -0.885
C 7.449 3.825 -0.420
C 8.731 3.077 -0.275
O 9.786 3.578 -0.600
C 8.676 1.697 0.284
C 9.859 0.992 0.461
C 9.830 -0.281 1.004
C 8.619 -0.856 1.372
C 7.436 -0.163 1.188
C 7.458 1.114 0.641
H 4.104 3.462 -0.028
H 4.158 5.788 -0.866
H 6.323 6.859 -1.397
H 8.429 5.591 -1.122
H 10.797 1.448 0.175
H 10.754 -0.827 1.143
H 8.600 -1.849 1.803
H 6.490 -0.605 1.469
C -5.069 0.672 -1.406
C -5.625 -0.195 -2.501
F -5.335 0.366 -3.746
C -7.102 -0.528 -2.418
N -7.941 0.570 -1.888
C -8.026 1.758 -2.773
N -7.768 3.021 -2.064
S -9.444 0.018 -1.504
O -9.885 -1.005 -2.392
O -10.289 1.114 -1.197
F -9.076 -0.672 -0.161
H -5.585 1.623 -1.299
H -4.031 0.909 -1.641
H -5.052 0.147 -0.454
H -5.093 -1.148 -2.469
H -7.218 -1.395 -1.770
H -7.440 -0.845 -3.406
H -9.015 1.835 -3.219
H -7.317 1.636 -3.586
H -6.838 3.340 -2.302
H -7.770 2.827 -1.071
```

Computed Löwdin charges, given in elementary charges: O 0.11; C -0.28; C -0.08; C 0.00; C -0.05; C -0.05; C 0.00; C -0.08; C -0.28; O 0.09; C -0.08; C 0.00; C -0.06; C -0.06; C 0.00; C -0.08; H 0.12; H 0.10; H 0.11; H 0.12; H 0.12; H 0.11; H 0.11; H 0.12; O 0.09; C -0.27; C -0.08; C 0.00; C -0.06; C -0.05; C 0.00; C -0.08; C -0.28; O 0.11; C -0.08; C 0.00; C -0.05; C -0.06; C 0.00; C -0.08; H 0.12; H 0.11; H 0.11; H 0.12; H 0.12; H 0.11; H 0.11; H 0.12; C -0.02; C -0.36; F -0.03; C -0.15; N -0.21; C -0.26; N 0.03; S 0.59; O -0.23; O -0.23; F -0.12; H 0.06; H 0.09; H 0.09; H 0.14; H 0.13; H 0.13; H 0.11; H 0.12; H 0.06; H 0.07


3.
Below is C6H5N in the gas phase, with properties calculated with the ωB97M-V functional and the def2-TZVPD basis.

XYZ file:
```
12
C6H5N | the Open Molecules 2025 dataset | the ωB97M-V functional and the def2-TZVPD basis
C -0.151 0.915 -2.869
C 0.289 0.846 -1.744
C 0.792 0.558 -0.461
N 0.230 1.001 0.676
C 0.047 0.165 1.716
C -0.273 -1.181 1.439
C -0.678 -2.282 1.132
H -0.565 0.941 -3.852
H 1.489 -0.259 -0.329
H -0.138 1.951 0.727
H 0.050 0.568 2.720
H -1.093 -3.223 0.844
```

Computed Löwdin charges, given in elementary charges: C 0.11; C -0.14; C -0.16; N -0.02; C -0.15; C -0.17; C 0.11; H 0.02; H 0.12; H 0.16; H 0.10; H 0.02


4.
Below is a molecular structure, C30H63N12SiTi, with properties calculated with the ωB97M-V functional and the def2-TZVPD basis.

XYZ file:
```
107
C30H63N12SiTi | the Open Molecules 2025 dataset | the ωB97M-V functional and the def2-TZVPD basis
Ti 0.128 -0.088 0.350
C -2.766 1.284 -2.331
N -3.336 0.051 -1.813
C -4.154 -0.673 -2.779
C -3.261 -0.309 -0.514
N -2.231 0.030 0.259
C -2.587 0.321 1.659
C -2.027 -0.691 2.635
N -0.645 -1.113 2.267
C 0.340 -0.656 3.263
C 0.394 0.851 3.357
N 0.316 1.487 2.029
C 0.281 2.808 2.070
N 0.506 3.530 3.218
C 1.684 3.393 4.068
C -0.331 4.685 3.532
N 0.002 3.543 0.964
C 0.533 4.889 0.780
C -0.967 3.143 -0.033
C -0.541 -2.588 2.091
C -0.195 -2.887 0.655
N 0.977 -2.058 0.324
C 2.117 -2.663 0.021
N 2.182 -3.916 -0.503
C 1.220 -4.421 -1.473
C 3.289 -4.834 -0.234
N 3.304 -2.055 0.261
C 4.406 -2.112 -0.702
C 3.461 -1.112 1.359
N -4.335 -1.008 -0.032
C -5.710 -0.635 -0.343
C -4.178 -2.211 0.764
H -2.096 1.076 -3.160
H -2.210 1.788 -1.560
H -3.571 1.929 -2.693
H -3.635 -0.682 -3.735
H -5.123 -0.196 -2.933
H -4.306 -1.700 -2.459
H -3.666 0.389 1.799
H -2.177 1.298 1.902
H -2.654 -1.574 2.661
H -2.038 -0.275 3.645
H 1.308 -1.057 2.969
H 0.101 -1.048 4.254
H 1.331 1.070 3.865
H -0.397 1.234 4.008
H 2.404 2.709 3.636
H 1.424 3.055 5.074
H 2.171 4.368 4.154
H -1.226 4.684 2.913
H 0.198 5.632 3.395
H -0.640 4.619 4.576
H -0.233 5.656 0.912
H 0.925 4.965 -0.235
H 1.348 5.074 1.474
H -1.910 3.682 0.103
H -1.185 2.086 0.030
H -0.583 3.365 -1.027
H -1.469 -3.079 2.378
H 0.244 -2.978 2.738
H -1.035 -2.613 0.013
H -0.026 -3.952 0.549
H 0.494 -3.658 -1.717
H 0.704 -5.305 -1.094
H 1.747 -4.702 -2.387
H 3.910 -4.460 0.572
H 3.905 -4.990 -1.122
H 2.875 -5.798 0.061
H 4.210 -2.854 -1.467
H 5.338 -2.369 -0.199
H 4.524 -1.144 -1.194
H 3.384 -1.622 2.322
H 2.750 -0.296 1.323
H 4.457 -0.680 1.294
H -5.735 0.327 -0.848
H -6.272 -0.541 0.588
H -6.209 -1.381 -0.966
H -3.131 -2.506 0.789
H -4.747 -3.023 0.305
H -4.545 -2.084 1.786
C 3.362 2.148 1.022
C 2.547 2.157 -0.236
C 2.768 3.119 -1.189
C 2.048 3.078 -2.388
C 1.148 2.070 -2.610
C 1.003 1.066 -1.629
N 1.664 1.150 -0.444
N 0.156 -0.011 -1.694
Si 0.104 -0.933 -3.189
C 1.780 -1.698 -3.465
C -1.243 -2.228 -3.053
C -0.200 0.010 -4.769
H 4.301 1.619 0.851
H 2.838 1.649 1.832
H 3.614 3.165 1.322
H 3.508 3.888 -1.010
H 2.200 3.848 -3.137
H 0.550 2.027 -3.509
H 2.124 -2.285 -2.613
H 2.528 -0.922 -3.662
H 1.746 -2.352 -4.343
H -1.636 -2.342 -2.040
H -0.885 -3.201 -3.403
H -2.078 -1.963 -3.706
H 0.670 0.600 -5.070
H -1.076 0.662 -4.784
H -0.352 -0.750 -5.544
```

Output
total charge	+2
2S+1	2

Löwdin population analysis, charges in e, atoms 1 to 99: Ti 1.07; C -0.01; N -0.11; C -0.05; C -0.38; N 0.01; C -0.19; C -0.14; N -0.21; C -0.17; C -0.19; N 0.02; C -0.38; N -0.15; C -0.04; C -0.04; N -0.12; C -0.03; C -0.05; C -0.14; C -0.20; N 0.00; C -0.37; N -0.14; C -0.05; C -0.02; N -0.12; C -0.03; C -0.03; N -0.16; C -0.04; C -0.03; H 0.05; H 0.05; H 0.11; H 0.09; H 0.10; H 0.10; H 0.13; H 0.09; H 0.09; H 0.13; H 0.09; H 0.14; H 0.10; H 0.13; H 0.07; H 0.10; H 0.10; H 0.10; H 0.09; H 0.10; H 0.10; H 0.09; H 0.10; H 0.12; H 0.02; H 0.09; H 0.12; H 0.13; H 0.09; H 0.12; H 0.05; H 0.10; H 0.11; H 0.10; H 0.10; H 0.10; H 0.08; H 0.10; H 0.10; H 0.10; H 0.03; H 0.10; H 0.10; H 0.10; H 0.10; H 0.07; H 0.11; H 0.10; C -0.02; C -0.30; C -0.04; C -0.03; C -0.02; C -0.44; N 0.05; N -0.13; Si 0.42; C -0.14; C -0.15; C -0.17; H 0.09; H 0.04; H 0.10; H 0.13; H 0.13; H 0.09; H -0.01


Number 1: E_tot -90667.869 eV, molecular weight 824.7 g mol⁻¹. Number 2: E_tot -65142.121 eV, molecular weight 604.6 g mol⁻¹. Number 3: E_tot -7787.070 eV, molecular weight 91.1 g mol⁻¹. Number 4: E_tot -80997.836 eV, molecular weight 667.9 g mol⁻¹.